Entry 1:
C12H14AgCl4N2 as an isolated structure at a distorted geometry, computed with ωB97M-V with the def2-TZVPD basis set.

Output
net charge = -1
E = -69739.7045 eV
energy relative to the best compared isomer or geometry (same formula, charge and spin) = 13.7 kcal per mole
lowest unoccupied orbital energy = -1.47 eV

Each line ends with the Löwdin charge.
Atoms and positions in Å:
Ag 1.5629 6.6011 18.3352  0.23
C 2.5531 3.5864 19.8946  -0.02
N 2.3114 2.2760 19.2581  -0.08
C 2.6419 1.1122 19.8559  -0.03
C 2.5112 -0.0566 19.1761  -0.01
C 1.7638 -0.1221 17.9751  -0.18
C 1.3637 1.1148 17.4373  0.03
C 1.6340 2.2762 18.1021  -0.07
C 1.4381 -1.3502 17.3349  -0.16
C 1.2406 -1.4342 15.9353  0.00
C 0.8502 -2.6002 15.3768  -0.05
N 0.5581 -3.6847 16.1448  -0.14
C 0.7730 -3.6562 17.5063  -0.04
C 1.1644 -2.5054 18.1141  0.00
C 0.2403 -4.9643 15.5119  -0.02
H 2.2972 4.2818 19.1151  -0.01
H 3.5842 3.7573 20.1949  0.10
H 1.8908 3.6426 20.7554  0.10
H 3.1735 1.1883 20.7930  0.14
H 2.9870 -0.9416 19.5831  0.11
H 0.9311 1.2078 16.4502  0.12
H 1.3771 3.2505 17.6632  -0.05
H 1.5182 -0.6470 15.2491  0.13
H 0.7781 -2.7355 14.3083  0.13
H 0.4517 -4.5456 18.0281  0.12
H 1.1479 -2.4130 19.1899  0.12
H 1.1574 -5.5473 15.4265  0.10
H -0.2606 -4.7961 14.5657  0.09
H -0.4503 -5.5022 16.1601  0.09
Cl 1.0933 8.9209 17.1091  -0.51
Cl 3.0987 7.2836 20.3714  -0.47
Cl -0.6818 5.6175 19.6782  -0.53
Cl 1.6788 4.8269 16.2940  -0.26

***

Entry 2:
C12H14BCl3N6O2Os as an isolated structure at a distorted geometry, computed with ωB97M-V with the def2-TZVPD basis set.

Output
net charge = +2
E = -66393.9312 eV
energy relative to the best compared isomer or geometry (same formula, charge and spin) = 70.2 kcal per mole
lowest unoccupied orbital energy (alpha / beta) = -9.02 / -10.34 eV
2S+1 = 5

Each line ends with the Mulliken spin population.
Atoms and positions in Å:
H -0.9948 -3.5694 0.0933  0.01
N -1.3211 -1.4953 0.4204  0.15
B -2.2947 0.9451 -0.3713  0.01
N -2.3215 -0.6219 -0.1626  -0.01
C -3.4371 -1.3539 -0.2881  0.08
Os -0.0659 -1.5290 1.9893  2.47
H -4.3777 -0.8217 -0.4538  0.00
C -3.0870 -2.7005 -0.2321  0.02
H -3.7637 -3.5247 -0.3712  0.00
C -1.7298 -2.7628 0.0943  0.03
H -3.4327 1.3733 -0.2934  0.00
C 4.6532 1.0868 -1.3871  0.00
H 5.4842 0.5838 -0.8935  0.00
H 3.7443 0.9081 -0.8129  0.00
H 4.8474 2.1586 -1.4293  0.00
N -1.7341 1.5439 -1.7445  -0.02
N -1.5193 1.2273 0.9719  -0.02
N -0.6144 0.9948 -2.2940  0.38
N -0.4568 0.4685 1.5726  0.15
C -2.1547 2.5655 -2.5807  0.33
C -1.8994 2.1642 1.8516  0.05
H -3.0902 3.0918 -2.4336  0.00
H -2.8676 2.6397 1.6708  0.00
C -1.1822 2.7362 -3.5720  0.34
C -0.8855 2.3001 2.7971  0.02
C -0.1911 1.7537 -3.2826  -0.04
C 0.0460 1.2838 2.5540  0.02
H -1.1556 3.4260 -4.3957  0.00
H -0.8793 3.0246 3.5834  0.00
H 0.7987 1.5835 -3.7131  0.00
H 1.0523 1.1069 2.9285  0.01
H 4.5389 0.7131 -2.3488  0.00
Cl 3.4588 -4.7480 0.6774  0.01
C 3.4573 -3.3457 1.8089  0.00
Cl 3.5698 -3.8673 3.4529  0.00
Cl 4.7150 -2.1839 1.3871  0.00
C 2.1116 -2.5679 1.7494  0.06
O 1.8121 -1.7393 0.8687  -0.10
O 1.1663 -2.8477 2.5885  0.04

***

Entry 3:
C12H14BF3N6O2Pb as an isolated structure at a distorted geometry, computed with ωB97M-V with the def2-TZVPD basis set.

Output
net charge = +2
E = -39762.9222 eV
energy relative to the best compared isomer or geometry (same formula, charge and spin) = 0.0 kcal per mole
lowest unoccupied orbital energy (alpha / beta) = -11.04 / -11.63 eV

Each line ends with the Löwdin charge.
Atoms and positions in Å:
H 0.6172 3.4557 0.7508  0.11
N 0.1763 1.8205 -0.5418  -0.20
B -0.1238 0.2073 -2.4800  -0.46
N 0.2248 1.5942 -1.8967  -0.01
C 0.6620 2.7188 -2.4727  0.00
Pb 0.9779 1.0225 1.4564  1.74
H 0.7487 2.7318 -3.5303  0.13
C 0.9185 3.6758 -1.4738  0.00
H 1.3012 4.6699 -1.5707  0.12
C 0.5819 3.0852 -0.2917  -0.22
H 0.0939 0.2631 -3.6579  0.13
C -1.5059 -2.6061 2.4297  -0.03
H -1.3342 -2.8544 3.4652  0.03
H -0.4877 -2.5867 1.9359  0.01
H -2.1232 -3.4453 2.1098  0.03
N -1.6343 -0.2433 -2.2908  0.02
N 0.7854 -0.8510 -1.8010  0.03
N -2.0658 -0.6116 -1.0374  0.16
N 0.9586 -0.9490 -0.4325  0.06
C -2.6530 -0.3841 -3.1939  0.07
C 1.5622 -1.7503 -2.4366  0.10
H -2.4679 -0.1706 -4.2466  0.16
H 1.5995 -1.7748 -3.5138  0.16
C -3.7867 -0.7835 -2.5100  0.12
C 2.2589 -2.4709 -1.4446  0.13
C -3.3811 -0.8968 -1.1361  -0.02
C 1.8493 -1.9451 -0.2289  -0.03
H -4.7761 -0.9709 -2.9070  0.15
H 2.9761 -3.2324 -1.6277  0.14
H -3.9895 -1.1580 -0.2910  0.13
H 2.1377 -2.2598 0.7602  0.14
H -1.9521 -1.6625 2.2633  -0.01
F 1.1482 1.9581 5.9846  0.17
C 1.1360 1.3940 4.7663  -0.45
F 0.1681 0.4019 4.7638  0.09
F 0.6793 2.4081 3.9024  -0.02
C 2.6125 0.8945 4.2485  -0.57
O 3.4711 0.8652 5.1175  0.13
O 2.6358 0.4408 3.0591  -0.25

***

Entry 4:
A 2-piece molecular cluster, C12H14BrN2 overall at a distorted geometry, computed with ωB97M-V with the def2-TZVPD basis set.

Output
net charge = +1
E = -85682.8452 eV
energy relative to the best compared isomer or geometry (same formula, charge and spin) = 121.2 kcal per mole
lowest unoccupied orbital energy = -6.23 eV

Each line ends with the Löwdin charge.
Atoms and positions in Å:
Br -1.5689 -1.6237 15.9376  -0.57
C -8.8654 3.0156 17.8041  0.04
N -10.1796 3.0815 17.1326  -0.10
C -10.7093 1.9540 16.6197  0.01
C -12.0291 1.9810 16.1989  0.03
C -12.7946 3.1349 16.1945  -0.13
C -12.1664 4.2831 16.6834  0.01
C -10.8588 4.3012 17.0467  0.02
C -14.2759 3.1136 15.9098  -0.17
C -15.1827 3.6080 16.7608  0.01
C -16.5500 3.5010 16.5513  0.02
N -16.9703 2.9199 15.4057  -0.08
C -16.0806 2.5071 14.4428  0.05
C -14.7123 2.5295 14.7539  0.04
C -18.4267 2.9443 15.0820  0.03
H -9.0281 3.5788 18.7231  0.11
H -8.2159 3.5653 17.1230  0.12
H -8.5806 1.9723 17.9400  0.11
H -10.1561 1.0464 16.8115  0.15
H -12.4551 1.0356 15.8972  0.13
H -12.6610 5.2384 16.7790  0.13
H -10.3624 5.2039 17.3711  0.15
H -14.9006 4.1531 17.6494  0.14
H -17.2210 3.9601 17.2622  0.15
H -16.4154 2.0488 13.5240  0.14
H -13.9485 2.1940 14.0680  0.14
H -19.1231 2.5248 15.8080  0.11
H -18.5235 2.4903 14.0958  0.10
H -18.8447 3.9509 15.0779  0.11

***

Entry 5:
C12H14CdN2PS as an isolated structure at a distorted geometry, computed with ωB97M-V with the def2-TZVPD basis set.

Output
net charge = -1
E = -40333.5023 eV
energy relative to the best compared isomer or geometry (same formula, charge and spin) = 37.3 kcal per mole
lowest unoccupied orbital energy (alpha / beta) = 2.38 / 2.43 eV

Each line ends with the Löwdin charge.
Atoms and positions in Å:
C 0.4055 2.5479 -1.8537  -0.40
C 1.5788 3.4277 -1.7368  -0.31
C 1.6648 4.0571 -0.4425  -0.30
C 0.3954 3.9891 0.1425  -0.32
C -0.4046 2.9624 -0.4932  -0.43
Cd 0.9740 1.2904 -0.1847  0.84
P 2.6790 -0.8223 -1.2212  0.41
H 0.0085 1.8882 -2.9227  0.13
H 2.2834 3.6551 -2.5968  0.09
H 2.4081 5.0053 -0.1867  0.12
H -1.5198 2.9969 -0.1578  0.09
H -0.0029 4.6277 0.9414  0.08
H 3.4411 -1.9404 -0.6428  -0.20
H 3.4692 -0.7219 -2.4439  -0.22
H 1.6714 -1.6384 -1.8210  -0.20
N -2.2722 0.6258 -1.1560  0.05
C -1.8648 -0.3865 -0.3302  -0.77
N -0.6597 -0.4992 0.2277  -0.02
C -0.6042 -1.7221 0.9459  -0.30
C 0.4920 -2.2150 1.7106  -0.06
C 0.2752 -3.3749 2.4578  -0.11
C -0.9739 -4.0161 2.4530  -0.12
C -2.0536 -3.5754 1.6995  -0.12
C -1.8239 -2.4839 0.9016  -0.47
S -2.9723 -1.6435 -0.1290  1.05
H -3.2909 0.8212 -1.2261  0.10
H -1.6940 1.4508 -1.4419  0.04
H 1.4984 -1.6844 1.6894  0.08
H 1.0909 -3.7747 3.0727  0.10
H -1.1375 -4.8671 3.0504  0.07
H -3.0615 -3.9798 1.6947  0.10

***

Entry 6:
A 5-piece molecular cluster, C12H14Cl17FNO2 overall at a distorted geometry, computed with ωB97M-V with the def2-TZVPD basis set.

Output
net charge = -1
E = -233854.8820 eV
lowest unoccupied orbital energy = 1.17 eV

Each line ends with the Löwdin charge.
Atoms and positions in Å:
N 1.5696 0.6319 2.9562  0.06
C 1.9800 0.7855 1.5573  -0.41
C 1.0311 -0.0383 0.6412  -0.14
C 1.3643 -1.5630 0.5509  -0.21
C 2.1963 -1.9862 -0.7022  -0.24
F 2.4405 -0.9462 -1.6170  -0.08
C 3.5088 0.5118 1.3354  -0.13
C 4.3768 0.6187 2.6276  -0.29
C 4.3274 -0.6187 3.5663  -0.58
Cl 4.4634 -2.2177 2.7313  0.53
C 1.7506 2.3140 1.1658  -0.69
O 1.9473 2.6894 -0.0049  -0.07
O 1.3339 3.1448 2.0296  -0.10
H 0.5734 0.4919 3.0573  0.07
H 1.9153 1.3815 3.5424  0.05
H 0.9190 0.4576 -0.3464  0.11
H 0.0141 0.0308 1.1033  0.11
H 1.9951 -1.8125 1.4343  0.07
H 0.4539 -2.1936 0.5581  0.05
H 1.7027 -2.8034 -1.2789  0.08
H 3.1930 -2.3993 -0.4193  0.10
H 3.7389 -0.4383 0.8093  0.07
H 3.8702 1.3180 0.6566  0.12
H 3.9751 1.4902 3.1910  0.05
H 5.4175 0.9067 2.3746  0.06
H 5.2155 -0.5483 4.2378  0.03
H 3.4536 -0.5506 4.2426  0.06
C -2.3868 -2.7510 -1.4671  -2.01
Cl -2.0225 -4.4543 -1.1317  0.52
Cl -3.2562 -2.6269 -3.0073  0.48
Cl -3.3984 -2.0979 -0.1675  0.52
Cl -0.8816 -1.8346 -1.5586  0.64
C -6.9536 -1.8541 -4.8441  -2.03
Cl -7.6917 -0.3418 -5.3935  0.49
Cl -7.9234 -3.2245 -5.4125  0.52
Cl -5.3131 -1.9809 -5.4991  0.51
Cl -6.8874 -1.8712 -3.0764  0.52
C -10.1366 2.2077 -7.3933  -2.05
Cl -11.1853 2.3099 -5.9705  0.52
Cl -8.5062 2.7503 -6.9642  0.51
Cl -10.0739 0.5322 -7.9611  0.51
Cl -10.7825 3.2415 -8.6786  0.51
C 5.7318 2.6676 5.7031  -2.02
Cl 5.5762 1.3404 6.8689  0.51
Cl 6.6069 4.0145 6.4568  0.50
Cl 6.6322 2.1014 4.2849  0.58
Cl 4.1250 3.2150 5.2117  0.58